ORCA calculation (the ωB97M-V functional and the def2-TZVPD basis) on a single C20H27ClN2O3 molecule.

ΔE to the lowest compared entry with this formula, charge and spin ... 0.000 eV
Spin multiplicity ... 1

Cartesian coordinates (Å):
C: -1.813 -2.298 -0.069
N: -1.667 -0.869 0.156
C: -1.385 -0.119 -0.947
O: -1.265 -0.649 -2.034
C: -1.243 1.398 -0.777
C: -0.012 1.818 0.035
N: 1.231 1.788 -0.700
C: 1.363 1.866 -2.050
O: 2.455 1.982 -2.573
C: 0.104 1.749 -2.872
C: -1.180 2.100 -2.135
H: -2.035 1.803 -2.743
H: -1.234 3.179 -1.970
H: 0.055 0.709 -3.204
H: 0.227 2.371 -3.760
C: 2.433 1.849 0.108
H: 3.221 2.241 -0.538
H: 2.274 2.537 0.946
C: 2.854 0.463 0.626
C: 2.982 -0.483 -0.533
C: 1.923 -1.306 -0.889
C: 1.990 -2.111 -2.011
C: 3.138 -2.093 -2.783
C: 4.213 -1.288 -2.442
C: 4.126 -0.485 -1.321
H: 4.955 0.157 -1.063
H: 5.100 -1.281 -3.055
Cl: 3.235 -3.093 -4.190
H: 1.155 -2.732 -2.293
H: 1.027 -1.316 -0.287
H: 2.115 0.087 1.337
H: 3.807 0.568 1.147
H: -0.178 2.845 0.402
H: 0.109 1.173 0.910
H: -2.137 1.757 -0.254
C: -2.032 -0.378 1.472
C: -3.457 -0.781 1.878
H: -3.535 -1.865 1.957
H: -4.179 -0.426 1.142
C: -3.764 -0.168 3.248
O: -2.844 -0.587 4.227
C: -1.524 -0.228 3.904
H: -0.907 -0.588 4.729
C: -1.076 -0.850 2.578
H: -0.048 -0.560 2.361
H: -1.115 -1.935 2.677
H: -1.436 0.870 3.845
H: -4.744 -0.489 3.604
H: -3.756 0.932 3.172
H: -1.998 0.714 1.452
H: -1.425 -2.856 0.780
H: -2.858 -2.567 -0.238
H: -1.248 -2.558 -0.961

Atom charges from the Mulliken analysis, given in e for atoms 1 to 4:
1. C -1.198
2. N 0.490
3. C 0.391
4. O -0.690

=====

ORCA calculation (the ωB97M-V functional and the def2-TZVPD basis) on 2 unconnected molecules or ions with the total composition C20H27F2IN3O11PS3 in a non-equilibrium geometry.

Calculated total energy ... -3803.11335 Eh
Spin multiplicity ... 1

Cartesian coordinates (Å):
C: -0.663 -0.180 -6.862
C: -0.249 -0.328 -5.293
O: -0.980 0.692 -4.568
C: -0.570 0.725 -3.157
C: -1.930 0.763 -2.312
O: -1.791 1.141 -0.908
C: -0.473 0.994 -0.423
C: 0.502 2.211 -0.403
S: 0.115 3.905 -1.029
C: -1.529 4.070 -1.851
O: 0.100 4.818 0.184
O: 1.148 4.389 -2.043
C: 1.952 2.009 0.197
P: 3.166 3.479 0.291
O: 4.792 2.933 0.265
I: 2.735 4.426 2.555
C: 2.309 0.581 0.697
C: 3.761 0.210 1.297
C: 4.696 -0.578 0.353
C: 6.115 -0.950 0.922
C: 6.418 -0.502 2.400
C: 5.286 0.252 3.142
N: 4.000 0.619 2.642
C: 1.238 -0.562 0.612
N: -0.108 -0.344 0.091
C: -1.141 -1.430 0.041
C: -0.858 -2.692 0.985
C: -1.918 -3.839 0.562
C: -1.665 -5.179 1.424
O: -1.855 -4.893 2.839
C: -3.210 -4.561 3.110
O: -4.155 -5.136 2.506
H: 0.197 0.312 -7.451
H: -1.023 -1.161 -7.318
H: -1.537 0.574 -6.895
H: -0.447 -1.395 -4.920
H: 0.875 -0.131 -5.124
H: 0.095 1.646 -3.052
H: -0.025 -0.253 -2.885
H: -2.453 -0.270 -2.352
H: -2.688 1.502 -2.780
H: -1.463 3.487 -2.852
H: -2.397 3.571 -1.273
H: -1.784 5.151 -2.150
H: 5.103 3.048 1.204
H: 4.442 -0.902 -0.711
H: 6.856 -1.526 0.280
H: 7.420 -0.750 2.912
H: 5.511 0.553 4.233
H: 1.596 -1.583 0.993
H: -1.181 -1.783 -1.064
H: -2.206 -1.065 0.303
H: -1.085 -2.352 2.068
H: 0.181 -3.156 0.874
H: -1.697 -4.118 -0.532
H: -2.991 -3.454 0.612
H: -0.560 -5.457 1.260
H: -2.283 -6.059 1.039
H: -3.418 -3.733 3.870
N: -3.073 2.258 3.452
S: -4.253 1.570 4.239
O: -3.959 1.079 5.566
O: -5.208 0.805 3.470
F: -5.120 2.866 4.586
S: -1.986 1.220 3.004
O: -0.749 1.830 2.557
O: -2.409 0.088 2.209
F: -1.519 0.541 4.365

Atom charges from the Mulliken analysis, given in e for atoms 1 to 4:
1. C -0.914
2. C -0.154
3. O -0.370
4. C -0.101

=====

ORCA calculation (the ωB97M-V functional and the def2-TZVPD basis) on a single C20H27F8N2O2P molecule in a non-equilibrium geometry.

Calculated total energy ... -2178.49260 Eh
Spin multiplicity ... 1

Cartesian coordinates (Å):
C: 0.646 -0.295 3.595
C: 1.218 -0.920 2.576
C: 0.866 -0.919 1.105
C: 0.197 0.313 0.488
O: -0.836 0.906 1.248
C: -2.180 0.532 1.233
C: -3.038 1.253 0.167
C: -4.496 1.399 0.553
F: -2.503 2.542 0.134
C: -2.561 -0.943 1.438
F: -3.769 -0.924 2.095
F: -1.734 -1.542 2.298
C: -2.781 -1.898 0.221
F: -1.841 -2.861 0.269
F: -2.695 -1.322 -0.988
C: -4.132 -2.682 0.246
F: -4.236 -3.461 1.311
F: -5.181 -1.873 0.115
F: -4.116 -3.483 -0.842
C: -0.153 -0.018 -0.995
C: -0.605 0.989 -1.805
C: -0.889 0.705 -3.110
C: -0.694 -0.584 -3.517
C: -0.219 -1.534 -2.669
N: 0.049 -1.260 -1.395
C: 1.274 1.446 0.343
C: 1.784 2.058 1.632
N: 2.448 3.355 1.350
O: 2.255 0.960 -0.569
C: 3.589 0.800 -0.110
P: 4.568 -0.093 -1.425
C: 3.560 0.184 -2.948
C: 4.240 -1.881 -1.038
H: 0.900 -0.592 4.601
H: -0.040 0.528 3.513
H: 2.064 -1.547 2.828
H: 1.761 -1.151 0.546
H: 0.244 -1.801 0.985
H: -2.560 0.982 2.148
H: -2.918 0.857 -0.836
H: -4.623 1.377 1.628
H: -5.100 0.624 0.095
H: -4.828 2.369 0.202
H: -0.732 1.989 -1.440
H: -1.243 1.466 -3.781
H: -0.921 -0.858 -4.537
H: -0.059 -2.533 -3.043
H: 0.819 2.303 -0.145
H: 2.435 1.435 2.232
H: 0.923 2.281 2.249
H: 2.024 4.090 1.896
H: 3.420 3.324 1.625
H: 4.085 1.736 0.133
H: 3.599 0.144 0.764
H: 4.245 0.151 -3.789
H: 3.073 1.153 -2.928
H: 2.801 -0.582 -3.089
H: 3.385 -2.257 -1.591
H: 4.074 -2.009 0.027
H: 5.136 -2.428 -1.299

Atom charges from the Mulliken analysis, given in e for atoms 1 to 4:
1. C -0.967
2. C -0.736
3. C -0.877
4. C 1.940